[1]
Formula: C6H7NO
Source: the Open Molecules 2025 dataset
Level of theory: the ωB97M-V functional and the def2-TZVPD basis

The calculated total energy comes out at -9866.43252 eV. The calculation puts the HOMO-LUMO gap at 8.3 eV.

```
! wB97M-V def2-TZVPD RIJCOSX def2/J DEFGRID3
* xyz 0 1
O 2.80849 -0.17446 0.44208
N 1.42223 0.04234 -0.41940
C 0.61507 -1.03745 -0.25959
C -0.67959 -0.62399 0.05663
C -0.68484 0.81755 0.01253
C 0.69997 1.27292 -0.03971
C -2.35888 0.70899 0.06436
C -2.15090 -0.88957 0.07962
H 3.54439 -0.05745 -0.38436
H 0.93726 -2.12405 0.07493
H 1.10425 2.28580 -0.13457
H -2.78443 1.23467 0.95754
H -2.66552 1.05631 -0.93839
H -2.64643 -1.64362 -0.74694
H -2.55805 -1.14312 1.08786
*
```

Löwdin population analysis, charges in e, atoms 1 to 6:
1 O -0.109
2 N -0.089
3 C -0.112
4 C -0.260
5 C -0.093
6 C -0.007



[2]
Formula: C5H7NO2
Source: the Open Molecules 2025 dataset
Level of theory: the ωB97M-V functional and the def2-TZVPD basis

The calculated total energy comes out at -10878.00006 eV. The calculation puts the HOMO-LUMO gap (spin up / spin down) at 6.8 / 6.8 eV.

```
! wB97M-V def2-TZVPD RIJCOSX def2/J DEFGRID3
* xyz 0 1
C 2.08120 -0.50276 -0.53507
C -0.71988 1.52994 0.16730
C -0.05471 0.35653 0.49632
C -2.13259 -0.11710 0.17252
C 0.59297 -0.31321 -0.55345
O 0.38267 0.11887 1.78877
N -2.29396 -1.22411 -0.33441
O -1.13724 2.45990 -0.41107
H 0.06711 0.81565 2.38096
H -1.39311 -1.62405 -0.67312
H -2.92257 0.49092 0.61920
H 0.10128 -0.30324 -1.51696
H 2.61439 0.27900 -1.09102
H 2.46582 -0.50782 0.48396
H 2.34861 -1.45852 -0.99394
*
```

Löwdin population analysis, charges in e, atoms 1 to 6:
1 C -0.106
2 C -0.119
3 C -0.458
4 C -0.092
5 C -0.139
6 O 0.061



[3]
Formula: C42H72Br6O6
Source: the Open Molecules 2025 dataset
Level of theory: the ωB97M-V functional and the def2-TZVPD basis

The calculated total energy comes out at -477260.10718 eV. The calculation puts the HOMO-LUMO gap at 9.3 eV.

```
! wB97M-V def2-TZVPD RIJCOSX def2/J DEFGRID3
* xyz 0 1
Br -2.28930 3.13611 -2.73472
C -2.62742 2.11260 -1.05464
C -3.38322 2.94965 -0.02296
Br -4.02289 1.71200 1.38326
H -1.70528 1.73167 -0.63060
H -3.25640 1.28303 -1.35971
H -4.27825 3.38604 -0.45187
H -2.73777 3.69356 0.43066
Br -9.36437 -2.88668 -2.52164
C -9.03598 -1.80547 -0.93313
C -7.57236 -1.51857 -0.79570
Br -7.34061 -0.51027 0.89301
H -9.37127 -2.39193 -0.07797
H -9.69325 -0.94123 -0.93623
H -7.15065 -0.89835 -1.58360
H -6.88444 -2.34998 -0.67857
Br -4.90381 -3.54696 2.78482
C -4.08183 -1.98594 1.90741
C -3.08637 -2.52732 0.88307
Br -1.74686 -1.15400 0.41132
H -3.64759 -1.36815 2.68784
H -4.93222 -1.46180 1.47636
H -3.53602 -2.92184 -0.02032
H -2.52765 -3.30297 1.39850
C -5.22221 1.67496 9.43477
C -4.09300 1.78670 10.21592
C -3.12199 0.79705 10.10201
C -3.31281 -0.20860 9.16103
C -4.42437 -0.28137 8.31475
C -5.38045 0.71924 8.44908
H -5.93134 2.49724 9.41856
H -4.01431 2.63725 10.87987
H -2.24361 0.78732 10.73253
H -2.57055 -0.98801 9.01990
H -4.62840 -1.06192 7.59511
H -6.26050 0.68815 7.82262
C -2.20545 5.97518 6.84143
C -1.88766 4.79285 7.48313
C -2.52253 3.62265 7.07615
C -3.41952 3.61379 6.01815
C -3.74027 4.81746 5.40151
C -3.12309 6.01951 5.80200
H -1.67868 6.89060 7.08822
H -1.22879 4.61383 8.32281
H -2.38494 2.70596 7.63942
H -3.92924 2.68402 5.80071
H -4.50746 4.84772 4.63714
H -3.37724 6.96483 5.34687
C -7.04328 4.21018 2.50148
C -8.09305 5.06692 2.23197
C -9.20167 5.06793 3.07415
C -9.17083 4.37020 4.28168
C -8.14277 3.47989 4.51409
C -7.07047 3.40333 3.64735
H -6.14883 4.07571 1.90605
H -8.03657 5.67911 1.34141
H -10.00436 5.77771 2.91627
H -9.98231 4.42164 4.99642
H -8.08268 2.86944 5.40992
H -6.25310 2.74001 3.89261
C 0.56472 -0.84768 6.92005
C -0.48236 -0.25385 6.25838
C -0.81916 -0.63383 4.95518
C -0.06249 -1.62926 4.34695
C 0.96162 -2.28589 5.03507
C 1.29728 -1.85884 6.30412
H 0.85397 -0.53552 7.91603
H -1.12865 0.43294 6.79451
H -1.74941 -0.31017 4.50811
H -0.29460 -1.86725 3.31537
H 1.61214 -3.03667 4.60599
H 2.17300 -2.28915 6.77360
C -9.53862 -3.57682 7.45271
C -8.37962 -3.09678 8.30647
O -7.16476 -3.03219 7.56694
H -9.85690 -2.79466 6.75579
H -10.40967 -3.70530 8.10675
H -9.44580 -4.44912 6.80731
H -8.17389 -3.66151 9.21637
H -8.58728 -2.07918 8.66226
H -7.14466 -2.20807 7.05880
C -8.92455 -3.57750 3.77970
C -8.87727 -5.11978 3.63720
O -7.89250 -5.43053 2.66353
H -8.94334 -3.10500 2.79024
H -8.00207 -3.15360 4.17592
H -9.83012 -3.29126 4.31563
H -9.76809 -5.66729 3.34067
H -8.57366 -5.46995 4.63305
H -7.01689 -5.11640 2.90170
C -11.66550 0.88282 3.59734
C -10.67942 -0.25084 3.78407
O -10.82483 -0.88664 5.04440
H -11.68003 1.30131 2.59060
H -11.45521 1.70921 4.27961
H -12.67445 0.52209 3.81285
H -9.66548 0.10588 3.59435
H -10.83747 -0.99122 2.99179
H -11.53715 -1.52894 5.03111
C -3.39954 -3.12389 6.10315
C -2.89912 -3.52666 7.48509
O -2.97480 -4.96566 7.54541
H -3.10292 -3.75157 5.26736
H -3.27057 -2.05624 5.88739
H -4.49880 -3.16994 6.04947
H -3.48493 -3.09295 8.29319
H -1.83206 -3.31711 7.54007
H -3.89645 -5.22391 7.44378
C -8.70210 1.55474 8.74377
C -9.78937 1.12186 7.78211
O -9.13734 0.54038 6.64830
H -9.11951 1.85004 9.70619
H -8.13464 2.34958 8.25912
H -8.05109 0.70475 8.93838
H -10.41915 1.95595 7.45945
H -10.42717 0.36166 8.24448
H -9.78961 0.00737 6.15035
C -5.29850 0.47120 4.91144
C -6.34103 -0.52728 4.39286
O -7.06565 -0.96912 5.53644
H -4.90382 1.07953 4.08868
H -4.39168 0.00321 5.29711
H -5.80085 1.10288 5.63967
H -5.87574 -1.38816 3.91196
H -6.97506 -0.00743 3.67083
H -7.68460 -0.28150 5.84985
*
```

Löwdin population analysis, charges in e, atoms 1 to 6:
1 Br 0.577
2 C -0.701
3 C -0.627
4 Br 0.633
5 H 0.028
6 H 0.027